107
Properties=species:S:1:pos:R:3:forces:R:3 method="wB97M-V/def2-TZVPD" total_charge=-2 s_squared=0.768 homo_lumo_gap_ev="5.12 / 4.66" homo_ev="-1.4 / -1.4" mol_weight_g_mol=1293.956 e_above_lowest_kj_mol=82.3 max_force_ha_per_bohr=0.0310 spin_multiplicity=2
Hg -0.1312 -0.7910 0.2647 1.28 -0.35 -0.88
C -0.5107 4.4504 -2.6868 0.03 -0.09 0.06
C -1.0962 3.1204 -2.3335 -0.09 0.00 0.04
C -2.3417 2.6291 -2.6487 -0.06 -0.02 -0.05
C -2.4269 1.3722 -2.0151 0.03 0.12 0.07
N -1.2864 1.1150 -1.3722 0.10 0.10 -0.25
N -0.4797 2.1930 -1.5759 0.04 -0.06 -0.20
B 0.8858 2.3390 -0.8945 -0.22 -0.05 0.15
N 0.6505 2.4743 0.6232 0.40 -0.07 -0.03
N -0.5503 2.2120 1.1879 -0.15 0.10 0.12
C -0.5297 2.7654 2.3892 0.09 0.13 0.12
C 0.7187 3.3849 2.6222 0.05 -0.07 0.03
C 1.4416 3.1708 1.4667 -0.05 -0.11 0.11
C 2.8324 3.5802 1.1078 -0.12 -0.08 -0.08
C -1.7796 2.8504 3.2371 -0.10 0.05 0.04
C -2.7541 3.8026 2.5246 0.00 0.00 0.05
C -2.4665 1.4948 3.3941 -0.04 0.12 -0.06
C -1.4414 3.4200 4.6189 -0.02 -0.05 -0.13
N 1.8359 1.1848 -1.2957 0.08 -0.04 -0.02
N 2.3087 0.2333 -0.4455 -0.03 0.07 -0.06
C 3.2754 -0.4060 -1.1071 -0.01 0.14 0.03
C 3.4144 0.1278 -2.3983 0.03 -0.10 -0.07
C 2.4797 1.1319 -2.4772 -0.05 0.09 0.06
C 2.1915 2.0736 -3.5985 -0.02 -0.03 0.05
C 4.1596 -1.4781 -0.5176 0.01 -0.05 0.02
C 5.6242 -1.0515 -0.7045 -0.05 -0.01 0.03
C 3.9204 -2.7912 -1.2735 -0.01 0.02 0.02
C 3.8899 -1.6682 0.9699 -0.04 0.08 -0.03
C -3.6736 0.5220 -1.9228 0.00 0.00 0.09
C -4.6638 0.9191 -3.0220 0.01 0.04 0.07
C -4.3099 0.8126 -0.5518 -0.01 0.03 -0.06
C -3.3795 -0.9714 -2.0625 -0.16 0.25 0.07
H -1.2350 5.0121 -3.2763 -0.01 0.00 -0.01
H -0.2732 5.0199 -1.7873 0.00 0.03 -0.03
H 0.4090 4.3506 -3.2649 0.00 0.03 0.01
H -3.0909 3.1235 -3.2440 -0.02 0.00 0.02
H 1.4080 3.3623 -1.2691 -0.07 0.04 -0.13
H 1.0605 3.9060 3.5016 -0.02 0.01 0.02
H 3.3673 3.9061 1.9993 0.01 0.00 0.00
H 3.3690 2.7435 0.6562 0.04 0.01 0.02
H 2.8251 4.3983 0.3833 0.03 0.01 -0.01
H -3.0161 3.3978 1.5466 0.00 0.01 0.00
H -3.6693 3.9209 3.1130 0.00 0.00 -0.01
H -2.2989 4.7858 2.3795 -0.01 0.02 0.00
H -2.8240 1.1330 2.4305 0.07 0.01 0.06
H -1.7969 0.7426 3.8051 0.09 -0.08 0.03
H -3.3312 1.5850 4.0583 0.00 0.02 -0.01
H -1.0820 4.4494 4.5478 0.03 0.01 0.01
H -2.3335 3.4109 5.2490 0.00 0.02 0.00
H -0.6727 2.8188 5.1045 0.04 -0.05 0.08
H 4.0906 -0.1847 -3.1787 0.02 0.02 0.02
H 2.6770 1.7216 -4.5091 0.00 0.00 0.00
H 1.1184 2.1531 -3.7768 0.00 -0.02 -0.05
H 2.5625 3.0765 -3.3714 -0.01 0.00 -0.01
H 5.8739 -0.9409 -1.7619 0.03 0.00 0.01
H 5.8084 -0.0963 -0.2075 0.01 0.00 -0.01
H 6.2884 -1.8017 -0.2661 0.01 -0.01 -0.02
H 4.1865 -2.6819 -2.3289 -0.02 -0.01 0.01
H 4.5211 -3.5992 -0.8460 0.02 0.02 0.01
H 2.8716 -3.0739 -1.2120 -0.09 -0.05 0.00
H 4.1462 -0.7637 1.5269 -0.03 -0.01 0.01
H 2.8401 -1.8738 1.1508 -0.07 -0.04 0.07
H 4.4851 -2.5012 1.3542 0.01 0.00 0.00
H -5.0189 1.9449 -2.8918 -0.01 -0.01 -0.02
H -4.2080 0.8296 -4.0121 -0.02 0.00 -0.02
H -5.5275 0.2530 -2.9788 -0.01 0.00 0.00
H -4.6048 1.8653 -0.4844 0.02 0.01 -0.02
H -5.1829 0.1779 -0.3862 0.03 -0.01 0.01
H -3.5933 0.6052 0.2419 -0.06 0.00 -0.01
H -2.4920 -1.2574 -1.5058 -0.08 -0.07 0.13
H -3.2238 -1.2520 -3.1080 -0.07 0.04 0.04
H -4.2131 -1.5610 -1.6778 0.04 -0.02 -0.02
C 0.8376 -0.8314 5.4012 -0.02 0.11 -0.06
C 0.2738 -2.0911 5.5425 0.00 -0.03 0.04
C 0.2029 -2.9228 4.4447 -0.07 -0.04 0.02
C 0.6978 -2.4675 3.2195 -0.06 0.23 -0.09
N 1.1690 -1.2280 3.0685 0.14 -0.04 -0.10
C 1.2471 -0.4406 4.1366 -0.07 -0.03 0.02
C 0.6967 -3.3636 2.0405 0.04 -0.08 -0.29
C 0.8882 -4.7232 2.2848 0.02 0.05 -0.01
C 0.8248 -5.6561 1.2651 -0.01 -0.09 0.11
C 0.5686 -5.2332 -0.0216 0.07 0.00 -0.09
C 0.4060 -3.8794 -0.2845 0.04 0.17 -0.21
C 0.4967 -2.9288 0.7166 -0.09 0.15 0.60
H 0.9212 -0.1514 6.2376 0.00 0.04 0.03
H -0.1235 -2.4141 6.4974 0.00 -0.01 0.00
H -0.2829 -3.8883 4.4995 -0.03 0.05 0.00
H 1.6527 0.5500 3.9632 -0.03 0.08 -0.02
H 1.0607 -5.0526 3.3018 0.00 -0.04 -0.02
H 0.9120 -6.7105 1.4942 0.04 -0.01 -0.01
H 0.4557 -5.9464 -0.8285 -0.03 -0.02 0.00
H 0.1818 -3.5764 -1.2954 -0.04 0.02 0.04
C 0.2528 -3.0262 -4.3704 -0.12 0.08 0.22
S -0.6177 -1.8744 -3.2731 0.07 -0.10 -0.71
C -0.7275 -0.5183 -4.4722 0.02 -0.11 0.20
O 0.4059 -1.4369 -2.2848 0.31 0.12 0.23
H -0.3400 -3.1706 -5.2736 0.02 -0.02 -0.01
H 0.3371 -3.9678 -3.8294 0.01 0.00 -0.01
H 1.2413 -2.6227 -4.5889 0.00 0.05 -0.03
H -1.4217 -0.7955 -5.2664 0.01 -0.01 -0.01
H 0.2683 -0.3056 -4.8612 0.03 0.00 -0.01
H -1.1134 0.3418 -3.9231 0.01 -0.03 -0.02
Se -2.9884 -5.1139 2.8186 0.20 0.30 -0.20
Sb -3.4579 -3.5397 0.9955 -0.67 -1.00 -0.22
Se -5.7104 -2.5727 1.2022 0.42 0.20 0.02
Se -3.0845 -4.4089 -1.2769 0.20 0.11 0.24
Se -2.1586 -1.3612 1.5133 -1.26 -0.15 0.90